# 1
A 2-piece molecular cluster, C2H7N2O2 overall at a distorted geometry. Source: the Open Molecules 2025 dataset; level of theory: the ωB97M-V functional and the def2-TZVPD basis.

As for the HOMO-LUMO gap: 0.3821 hartree. For the max |F|, the calculation gives 1.05 eV/Å. As for the net charge: +1. The energy above the lowest of the compared OMol25 structures with the same formula, charge and spin comes out at 6.6 kcal per mole. As for the multiplicity: 1. The LUMO energy comes out at -4.705 eV. The value obtained for the molar mass is 91.1 g/mol.

Element x y z (Å)
N -2.54 -0.54 0.32
C -1.23 -0.91 0.27
O -0.99 -2.12 -0.28
O -0.30 -0.25 0.68
H -2.73 0.14 1.05
H -3.18 -1.31 0.42
H -1.73 -2.30 -0.89
C 2.69 1.03 -0.47
N 1.55 1.42 -0.07
H 3.40 1.75 -0.86
H 2.93 -0.02 -0.35
H 0.84 0.72 0.31
H 1.30 2.39 -0.13

---

# 2
A 2-piece molecular cluster, C2H8NO4 overall. Source: the Open Molecules 2025 dataset; level of theory: the ωB97M-V functional and the def2-TZVPD basis.

As for the HOMO-LUMO gap: 0.4169 hartree. For the max |F|, the calculation gives 0.86 eV/Å. As for the net charge: +1. The energy above the lowest of the compared OMol25 structures with the same formula, charge and spin comes out at 55.1 kcal per mole. As for the multiplicity: 1. The LUMO energy comes out at -3.233 eV. The value obtained for the molar mass is 110.1 g/mol.

Element x y z (Å)
C -2.09 -0.51 0.42
C 2.76 -0.34 0.20
N -1.21 0.52 -0.17
O 3.21 -1.51 -0.13
O 1.59 -0.05 0.21
O 4.99 0.22 0.40
O 3.64 0.63 0.51
H -3.14 -0.21 0.34
H -1.95 -1.45 -0.09
H -1.85 -0.66 1.48
H -0.20 0.24 -0.09
H -1.44 0.68 -1.15
H 4.19 -1.57 -0.10
H -1.31 1.42 0.33
H 5.47 1.05 0.50

---

# 3
C8H27MnO8 as an isolated structure at a distorted geometry. Source: the Open Molecules 2025 dataset; level of theory: the ωB97M-V functional and the def2-TZVPD basis.

As for the HOMO-LUMO gap (alpha / beta): 0.1847 / 0.1829 hartree. For the max |F|, the calculation gives 2.02 eV/Å. As for the net charge: +1. The energy above the lowest of the compared OMol25 structures with the same formula, charge and spin comes out at 11.1 kcal per mole. As for the multiplicity: 6. The expectation value of S² is 8.754. The LUMO energy (alpha / beta) comes out at -7.279 / -7.328 eV. The value obtained for the molar mass is 306.2 g/mol.

Element x y z (Å)
Mn -3.07 -3.32 1.84
C -0.52 -1.05 -0.08
C -1.56 -1.99 0.47
O -1.43 -3.24 0.46
O -2.55 -1.49 1.14
H -0.45 -0.10 0.44
H -0.76 -0.84 -1.12
H 0.47 -1.51 -0.06
C -0.62 3.21 0.07
O -0.17 4.42 0.62
H 0.16 2.44 -0.07
H -1.46 2.78 0.61
H -0.88 3.37 -0.99
H 0.68 4.68 0.25
C 3.28 -0.32 0.26
O 3.49 -1.62 -0.24
H 2.21 -0.04 0.27
H 3.61 -0.19 1.30
H 3.73 0.41 -0.40
H 3.50 -2.24 0.49
C 0.41 1.79 3.36
O 1.12 3.01 3.63
H -0.63 2.03 3.12
H 0.90 1.32 2.50
H 0.46 1.09 4.19
H 1.46 3.28 2.78
C 0.89 1.89 -3.32
O 2.14 1.36 -3.77
H 0.42 2.33 -4.20
H 0.29 1.11 -2.84
H 1.09 2.73 -2.66
H 2.01 0.90 -4.60
C -5.35 0.38 -0.43
O -3.94 0.67 -0.35
H -5.68 0.04 0.56
H -5.83 1.30 -0.74
H -5.51 -0.43 -1.15
H -3.47 -0.05 0.08
C 1.56 -4.63 -0.07
O 2.72 -5.32 -0.55
H 0.69 -4.81 -0.71
H 1.41 -5.05 0.93
H 1.81 -3.57 -0.06
H 3.34 -4.71 -0.95

---

# 4
C21H37NOP2PdSi as an isolated structure at a distorted geometry. Source: the Open Molecules 2025 dataset; level of theory: the ωB97M-V functional and the def2-TZVPD basis.

As for the HOMO-LUMO gap (alpha / beta): 0.1919 / 0.2502 hartree. For the max |F|, the calculation gives 2.97 eV/Å. As for the net charge: 0. The energy above the lowest of the compared OMol25 structures with the same formula, charge and spin comes out at 0.0 kcal per mole. As for the multiplicity: 5. The expectation value of S² is 6.067. The LUMO energy (alpha / beta) comes out at 0.644 / -0.423 eV. The value obtained for the molar mass is 516.0 g/mol.

Element x y z (Å)
Pd -0.20 0.10 -0.49
Si 0.19 -1.73 -1.79
P 0.42 1.54 -2.46
N -2.07 0.86 -0.62
H 0.66 1.51 -0.08
C 0.76 3.34 -2.42
H 0.92 3.72 -3.44
H 1.67 3.52 -1.82
H -0.09 3.86 -1.96
C 1.85 1.02 -3.49
H 1.94 1.68 -4.36
H 1.74 -0.01 -3.84
H 2.77 1.09 -2.90
C -0.94 1.50 -3.70
H -0.66 2.07 -4.60
H -1.83 1.95 -3.26
H -1.17 0.47 -3.98
C 1.85 -2.56 -2.00
H 2.28 -2.79 -1.02
H 2.55 -1.93 -2.55
H 1.71 -3.50 -2.55
H -0.68 -2.64 -0.98
H -0.31 -1.47 -3.20
C -3.29 0.56 -0.97
C -5.58 1.32 -0.63
C -4.23 1.48 -0.41
C -3.76 -0.53 -1.80
C -5.11 -0.64 -2.03
C -6.02 0.27 -1.46
H -6.26 2.02 -0.16
H -3.79 2.28 0.19
H -3.02 -1.22 -2.21
H -5.50 -1.45 -2.66
H -7.09 0.16 -1.65
C 3.42 0.17 0.18
O 2.52 -0.29 -0.54
C 3.16 0.92 1.45
H 4.01 1.55 1.73
H 2.97 0.22 2.26
H 2.29 1.56 1.34
C 4.87 0.01 -0.15
H 5.33 1.00 -0.21
H 4.99 -0.54 -1.10
H 5.33 -0.56 0.67
C -2.03 -1.58 2.00
P -0.64 -0.43 1.76
C -1.27 1.15 2.35
C 0.56 -0.97 3.03
C 1.22 -2.19 2.79
C 1.97 -2.79 3.81
C 2.10 -2.13 5.03
C 1.52 -0.89 5.24
C 0.78 -0.28 4.24
H -2.90 -1.25 1.41
H -2.28 -1.61 3.08
H -1.74 -2.61 1.71
H -1.63 1.00 3.38
H -0.45 1.87 2.31
H -2.06 1.49 1.66
H 1.13 -2.67 1.82
H 2.44 -3.76 3.63
H 2.69 -2.60 5.83
H 1.65 -0.38 6.20
H 0.37 0.71 4.40

---

# 5
A 2-piece molecular cluster, C4H12O3 overall at a distorted geometry. Source: the Open Molecules 2025 dataset; level of theory: the ωB97M-V functional and the def2-TZVPD basis.

As for the HOMO-LUMO gap: 0.3880 hartree. For the max |F|, the calculation gives 3.67 eV/Å. The SMILES is CC(C)O.COO. As for the net charge: 0. The energy above the lowest of the compared OMol25 structures with the same formula, charge and spin comes out at 103.0 kcal per mole. As for the multiplicity: 1. The LUMO energy comes out at 0.771 eV. The value obtained for the molar mass is 108.1 g/mol.

Element x y z (Å)
C -0.03 1.09 0.15
C 1.30 1.28 0.85
C -1.19 0.91 1.12
O -0.32 2.16 -0.72
H 0.45 2.30 -1.29
H 0.00 0.13 -0.49
H 1.53 0.44 1.50
H -1.34 1.81 1.72
H 1.29 2.20 1.45
H 2.11 1.40 0.13
H -1.00 0.05 1.77
H -2.11 0.72 0.56
C -0.36 -1.52 -1.56
O 0.82 -2.01 -0.55
O 0.17 -2.72 0.52
H 0.55 -3.60 0.36
H -0.28 -2.33 -2.29
H -1.27 -1.66 -0.98
H -0.34 -0.65 -2.23

---

# 6
C23H38F3HfN2SbSe2Si3Te2 as an isolated structure. Source: the Open Molecules 2025 dataset; level of theory: the ωB97M-V functional and the def2-TZVPD basis.

As for the HOMO-LUMO gap: 0.2545 hartree. For the max |F|, the calculation gives 0.92 eV/Å. As for the net charge: 0. The energy above the lowest of the compared OMol25 structures with the same formula, charge and spin comes out at 3.8 kcal per mole. As for the multiplicity: 1. The LUMO energy comes out at -0.400 eV. The value obtained for the molar mass is 1197.2 g/mol.

Element x y z (Å)
Hf -1.87 1.50 -1.28
C 2.57 -1.12 -0.45
Sb 0.44 -1.19 -0.85
C 0.24 0.70 -1.95
C 0.89 1.88 -1.34
C 2.25 2.21 -1.36
C 2.65 3.41 -0.80
C 1.72 4.27 -0.23
C 0.39 3.89 -0.25
N 0.00 2.74 -0.78
Si 0.86 0.40 -3.72
C -0.41 -0.42 -4.82
C 2.37 -0.72 -3.86
C 1.37 2.04 -4.51
C -0.25 -1.10 1.31
C -1.34 -0.15 1.65
C -2.29 -0.43 2.64
C -3.03 0.58 3.23
C -2.81 1.89 2.85
C -1.95 2.09 1.79
N -1.31 1.11 1.14
Si -0.72 -2.96 1.54
C -2.32 -3.29 0.62
C -0.90 -3.55 3.33
C 0.63 -4.07 0.85
Si 1.07 -0.54 2.59
C 1.73 1.17 2.19
C 2.46 -1.78 2.87
C 0.29 -0.35 4.29
H 3.07 -0.89 -1.38
H 2.89 -2.12 -0.14
H 2.88 -0.40 0.30
H 2.96 1.54 -1.82
H 3.70 3.68 -0.82
H 2.01 5.22 0.20
H -0.39 4.53 0.14
H -0.73 -1.39 -4.42
H 0.07 -0.61 -5.79
H -1.30 0.19 -4.99
H 2.21 -1.72 -3.44
H 3.28 -0.31 -3.43
H 2.55 -0.86 -4.93
H 0.77 2.24 -5.40
H 2.42 1.98 -4.84
H 1.28 2.91 -3.86
H -2.40 -1.44 3.00
H -3.75 0.34 4.00
H -3.32 2.72 3.32
H -1.80 3.08 1.38
H -3.14 -2.64 0.94
H -2.63 -4.33 0.79
H -2.19 -3.14 -0.45
H -1.69 -3.09 3.91
H 0.03 -3.44 3.89
H -1.11 -4.62 3.28
H 0.60 -4.15 -0.24
H 0.47 -5.08 1.25
H 1.64 -3.76 1.14
H 1.95 1.34 1.14
H 2.65 1.35 2.76
H 1.01 1.92 2.51
H 3.07 -2.01 2.00
H 2.08 -2.72 3.28
H 3.12 -1.36 3.63
H -0.36 0.53 4.35
H 1.10 -0.21 5.01
H -0.29 -1.22 4.62
Se -4.52 1.82 -0.76
Te -3.52 4.12 -0.60
Te -3.41 4.70 -3.22
Se -1.87 2.78 -3.67
F -4.07 -1.69 -2.38
C -2.91 -1.42 -2.89
F -2.98 -0.13 -3.19
F -2.18 -0.42 -0.84